No. 1
# C14H36BrF6N3O9S2

A cluster of 6 separate species, C14H36BrF6N3O9S2 in total in a non-equilibrium geometry (the ωB97M-V functional and the def2-TZVPD basis, the OMol25 dataset).

Calculated values
- energy above the lowest of the compared OMol25 structures with the same formula, charge and spin (kJ/mol) = 0.00
- E_HOMO (Eh) = -0.2094
- net charge = 0
- energy (eV) = -146008.3392
- maximum force (hartree/bohr) = 0.057

The geometry in XYZ format:
```
71
C14H36BrF6N3O9S2 | the OMol25 dataset | the ωB97M-V functional and the def2-TZVPD basis
C -0.808 6.418 8.217
C -1.608 5.695 9.416
C -1.771 6.526 10.690
O -2.365 5.727 11.721
C -3.272 6.453 12.537
N -2.960 5.092 8.857
H -3.455 4.652 9.619
H -3.462 5.766 8.297
H -2.826 4.288 8.260
H -0.018 7.010 8.679
H -1.300 7.139 7.564
H -0.530 5.613 7.537
H -1.036 4.828 9.748
H -2.274 7.432 10.353
H -0.855 6.879 11.164
H -4.247 6.624 12.081
H -3.026 7.513 12.599
H -3.308 6.036 13.543
C 1.022 0.514 -0.237
C 1.609 1.338 0.986
C 1.191 2.867 0.843
O 1.506 3.555 2.005
C 0.926 4.902 1.928
N 0.861 0.824 2.242
H -0.050 1.234 2.393
H 0.595 -0.116 1.987
H 1.290 0.775 3.155
H -0.065 0.596 -0.246
H 1.278 -0.542 -0.319
H 1.447 0.951 -1.141
H 2.672 1.143 1.122
H 0.196 2.956 0.407
H 1.844 3.272 0.070
H 1.376 5.600 1.222
H 0.693 5.308 2.913
H -0.150 4.888 1.755
C -6.677 4.332 23.937
C -7.098 3.921 22.530
C -7.069 4.993 21.423
O -7.339 4.273 20.200
C -7.547 5.148 19.131
N -6.207 2.762 22.124
H -6.446 2.384 21.218
H -5.199 2.824 22.087
H -6.425 1.958 22.695
H -6.479 3.527 24.644
H -7.524 4.876 24.355
H -5.745 4.897 23.968
H -8.086 3.468 22.607
H -6.141 5.564 21.434
H -7.789 5.794 21.585
H -7.669 4.595 18.200
H -6.688 5.798 18.964
H -8.520 5.639 19.111
C 3.189 1.855 9.145
F 3.179 2.413 10.410
F 2.871 2.879 8.300
F 4.392 1.445 8.831
S 1.879 0.440 8.970
O 1.873 0.111 7.521
O 2.369 -0.625 9.896
O 0.612 1.069 9.339
C -3.950 10.631 5.199
F -3.258 9.920 4.285
F -3.230 10.689 6.360
F -4.243 11.851 4.737
S -5.638 9.814 5.625
O -6.195 10.719 6.634
O -6.397 9.667 4.375
O -5.315 8.434 6.054
Br -3.480 2.056 4.267
```

Atomic partial charges in e from the Löwdin method, atoms 1 to 6: atom 1 (C): -0.003, atom 2 (C): -0.221, atom 3 (C): -0.192, atom 4 (O): -0.178, atom 5 (C): -0.106, atom 6 (N): 0.263

No. 2
# C4H3ClOS

A cluster of 2 separate species, C4H3ClOS in total in a non-equilibrium geometry (the ωB97M-V functional and the def2-TZVPD basis, the OMol25 dataset).

Calculated values
- energy above the lowest of the compared OMol25 structures with the same formula, charge and spin (kJ/mol) = 119.77
- E_HOMO (Eh) = -0.3478
- net charge = 0
- energy (eV) = -29599.9153
- maximum force (hartree/bohr) = 0.035

The geometry in XYZ format:
```
10
C4H3ClOS | the OMol25 dataset | the ωB97M-V functional and the def2-TZVPD basis
C -0.779 -0.034 -0.605
C 0.490 0.682 -0.718
C 2.749 -0.787 1.139
C -1.813 0.238 0.162
O 2.398 -1.872 1.177
S 1.742 0.262 -1.592
Cl 0.566 1.920 0.616
H -0.842 -1.011 -1.056
H -2.531 -0.592 0.139
H -1.981 1.195 0.738
```

Atomic partial charges in e from the Löwdin method, atoms 1 to 6: atom 1 (C): -0.323, atom 2 (C): -1.178, atom 3 (C): -0.034, atom 4 (C): -0.002, atom 5 (O): 0.019, atom 6 (S): 0.726

No. 3
# C17H22AsF5N3O7PbS2

A structure of composition C17H22AsF5N3O7PbS2 in a non-equilibrium geometry (the ωB97M-V functional and the def2-TZVPD basis, the OMol25 dataset).

Calculated values
- energy above the lowest of the compared OMol25 structures with the same formula, charge and spin (kJ/mol) = 285.92
- E_HOMO (spin up / spin down) (Eh) = -0.4428 / -0.4209
- net charge = +1
- energy (eV) = -138125.2960
- maximum force (hartree/bohr) = 0.035

The geometry in XYZ format:
```
58
C17H22AsF5N3O7PbS2 | the OMol25 dataset | the ωB97M-V functional and the def2-TZVPD basis
Pb 1.075 1.045 0.009
O -2.047 1.692 -2.794
C -0.983 1.811 -2.215
O -0.265 0.820 -1.774
C -0.407 3.174 -1.949
C -0.873 4.304 -2.596
C -0.277 5.520 -2.311
C 0.744 5.575 -1.373
C 1.136 4.408 -0.748
N 0.582 3.229 -1.048
H -1.685 4.204 -3.301
H -0.607 6.422 -2.809
H 1.222 6.511 -1.119
H 1.893 4.405 0.025
F 5.528 -2.128 3.999
C 4.892 -1.885 2.872
C 3.620 -2.411 2.679
F 3.060 -3.147 3.629
C 2.965 -2.158 1.500
F 1.746 -2.671 1.334
C 3.542 -1.379 0.483
S 2.699 -1.074 -0.975
C 4.823 -0.853 0.718
F 5.407 -0.091 -0.192
C 5.495 -1.107 1.893
F 6.705 -0.611 2.105
O 1.006 2.883 1.852
S 0.235 1.990 2.719
O -0.072 2.442 4.034
O -1.162 1.853 1.897
O 0.780 0.619 2.607
N -1.917 -4.068 -3.031
C -0.941 -3.173 -3.659
C -0.823 -1.922 -2.813
N -0.585 -2.361 -1.395
H -1.824 -5.017 -3.368
H -2.863 -3.773 -3.247
H -1.156 -3.209 -1.283
H -1.192 -2.884 -4.681
H 0.023 -3.687 -3.690
H -1.739 -1.335 -2.821
H -0.017 -1.266 -3.120
H 0.398 -2.600 -1.248
H -0.818 -1.641 -0.669
C -2.895 -2.093 1.277
As -1.933 0.193 1.698
C -1.939 -0.333 3.540
C -3.532 0.938 0.981
O -0.894 -0.391 0.520
H -3.703 -2.043 1.996
H -2.052 -2.722 1.531
H -3.178 -2.036 0.234
H -2.924 -0.719 3.783
H -1.701 0.564 4.111
H -1.166 -1.083 3.687
H -4.405 0.341 1.227
H -3.380 0.981 -0.098
H -3.621 1.943 1.387
```

Atomic partial charges in e from the Löwdin method, atoms 1 to 6: atom 1 (Pb): 1.460, atom 2 (O): 0.074, atom 3 (C): -0.590, atom 4 (O): -0.252, atom 5 (C): -0.183, atom 6 (C): 0.023

No. 4
# C4H3NO6S

The ion C4H3NO6S with charge -2 in a non-equilibrium geometry (the ωB97M-V functional and the def2-TZVPD basis, the OMol25 dataset).

Calculated values
- energy above the lowest of the compared OMol25 structures with the same formula, charge and spin (kJ/mol) = 151.85
- E_HOMO (Eh) = -0.0169
- net charge = -2
- energy (eV) = -28804.4636
- structure (SMILES) = O=C([O-])O/C([O-])=C(\CS)[N+](=O)[O-]
- maximum force (hartree/bohr) = 0.096

The geometry in XYZ format:
```
15
C4H3NO6S | the OMol25 dataset | the ωB97M-V functional and the def2-TZVPD basis
O -1.421 1.839 -1.705
C -2.286 1.000 -1.636
O -2.885 0.291 -2.427
O -2.971 0.839 -0.229
C -2.313 0.957 0.845
O -2.842 0.990 1.962
C -0.791 0.802 0.811
C -0.288 -0.403 0.030
S 1.003 -1.245 0.883
N 0.105 1.635 1.345
O -0.240 2.622 2.063
O 1.418 1.444 1.172
H 0.063 0.069 -1.021
H -1.001 -1.232 -0.249
H 1.584 -0.014 1.152
```

Atomic partial charges in e from the Löwdin method, atoms 1 to 6: atom 1 (O): 0.039, atom 2 (C): -0.714, atom 3 (O): -0.010, atom 4 (O): 0.080, atom 5 (C): -0.520, atom 6 (O): 0.021

No. 5
# C4H8N4OS

A cluster of 2 separate species, C4H8N4OS in total in a non-equilibrium geometry (the ωB97M-V functional and the def2-TZVPD basis, the OMol25 dataset).

Calculated values
- energy above the lowest of the compared OMol25 structures with the same formula, charge and spin (kJ/mol) = 9.62
- E_HOMO (Eh) = -0.3473
- net charge = 0
- energy (eV) = -23118.6808
- maximum force (hartree/bohr) = 0.039

The geometry in XYZ format:
```
18
C4H8N4OS | the OMol25 dataset | the ωB97M-V functional and the def2-TZVPD basis
C 0.153 1.091 0.991
C 0.358 2.349 0.412
C -0.604 0.408 0.062
C 2.315 -1.128 -1.008
N -0.216 2.426 -0.776
N -2.308 -0.998 1.347
N -0.785 1.249 -0.977
N 2.329 -1.981 -0.097
O -2.086 -1.196 -1.234
S -1.279 -1.262 -0.015
H 0.489 0.734 1.940
H 0.885 3.192 0.808
H -3.115 -0.440 1.101
H 3.164 -0.538 -1.365
H 1.373 -0.948 -1.516
H -2.592 -1.861 1.785
H -1.315 1.035 -1.809
H 3.233 -2.131 0.351
```

Atomic partial charges in e from the Löwdin method, atoms 1 to 6: atom 1 (C): -0.070, atom 2 (C): -0.162, atom 3 (C): -0.443, atom 4 (C): -0.152, atom 5 (N): 0.033, atom 6 (N): -0.180

No. 6
# C17H27N2O2P2S2Sc

A structure of composition C17H27N2O2P2S2Sc (the ωB97M-V functional and the def2-TZVPD basis, the OMol25 dataset).

Calculated values
- energy above the lowest of the compared OMol25 structures with the same formula, charge and spin (kJ/mol) = 0.00
- multiplicity = 2
- E_HOMO (spin up / spin down) (Eh) = -0.3283 / -0.4263
- net charge = +1
- <S²> = 0.754
- energy (eV) = -86089.2835
- maximum force (hartree/bohr) = 0.010

The geometry in XYZ format:
```
53
C17H27N2O2P2S2Sc | the OMol25 dataset | the ωB97M-V functional and the def2-TZVPD basis
Sc -0.505 -0.693 -0.530
C 5.323 -2.626 1.038
C 4.195 -3.335 0.333
O 3.606 -2.480 -0.690
P 2.373 -1.535 -0.428
S 1.021 -2.287 0.862
S 1.511 -1.032 -2.147
O 2.934 -0.241 0.318
C 3.584 0.861 -0.363
C 4.928 0.487 -0.936
H 5.787 -3.311 1.748
H 4.956 -1.765 1.596
H 6.091 -2.300 0.339
H 3.409 -3.629 1.031
H 4.526 -4.217 -0.211
H 3.678 1.624 0.409
H 2.899 1.221 -1.136
H 5.603 0.124 -0.162
H 5.371 1.378 -1.380
H 4.848 -0.270 -1.714
C -0.733 3.716 -0.397
P -0.823 1.944 0.004
C -2.041 1.211 -1.129
C -1.582 0.837 -2.407
C -2.460 0.206 -3.308
C -3.762 -0.044 -2.955
C -4.240 0.359 -1.692
C -3.402 0.982 -0.803
C -1.664 1.814 1.598
C -2.346 2.842 2.240
C -3.030 2.598 3.423
C -3.055 1.323 3.964
C -2.376 0.285 3.334
C -1.674 0.541 2.170
H -0.113 4.244 0.327
H -1.730 4.157 -0.418
H -0.279 3.830 -1.382
H -0.587 1.109 -2.746
H -2.094 -0.066 -4.289
H -4.437 -0.520 -3.654
H -5.279 0.199 -1.437
H -3.768 1.295 0.167
H -2.350 3.840 1.820
H -3.546 3.408 3.919
H -3.594 1.135 4.883
H -2.377 -0.706 3.768
H -1.097 -0.302 1.755
N -2.170 -2.308 -0.161
N -1.489 -2.612 -1.392
H -2.198 -3.096 0.480
H -3.107 -1.977 -0.372
H -2.073 -3.042 -2.102
H -0.664 -3.178 -1.187
```

Atomic partial charges in e from the Löwdin method, atoms 1 to 6: atom 1 (Sc): 0.372, atom 2 (C): -0.069, atom 3 (C): -0.251, atom 4 (O): -0.315, atom 5 (P): -0.117, atom 6 (S): 0.357

No. 7
# C6H6BrFO5

An isolated molecule of C6H6BrFO5 in a non-equilibrium geometry (the ωB97M-V functional and the def2-TZVPD basis, the OMol25 dataset).

Calculated values
- E_HOMO (Eh) = -0.3208
- net charge = 0
- energy (eV) = -89314.0320
- structure (SMILES) = O=C1OC[C@@H](O)[C@@H]1O/C(O)=C(\F)Br
- maximum force (hartree/bohr) = 0.063

The geometry in XYZ format:
```
19
C6H6BrFO5 | the OMol25 dataset | the ωB97M-V functional and the def2-TZVPD basis
O -2.115 0.743 0.141
C -1.023 0.840 -0.403
O -0.866 1.390 -1.602
C 0.415 1.103 -2.152
C 1.326 0.605 -1.011
O 2.263 1.640 -0.558
C 0.365 0.378 0.089
O 0.384 -0.960 0.550
C -0.574 -1.227 1.489
O -0.770 -0.309 2.417
C -1.130 -2.436 1.353
F -0.820 -3.364 0.389
Br -2.251 -3.031 2.765
H 0.624 2.190 -2.531
H 0.239 0.315 -2.852
H 1.930 -0.310 -1.021
H 3.146 1.208 -0.377
H 0.593 1.145 0.804
H -1.737 0.082 2.510
```

Atomic partial charges in e from the Löwdin method, atoms 1 to 6: atom 1 (O): 0.125, atom 2 (C): -0.374, atom 3 (O): 0.045, atom 4 (C): -0.052, atom 5 (C): -0.237, atom 6 (O): -0.045

Q: Among the records above, which one has the highest energy?
A: C4H8N4OS